Run A
Here is 2 unconnected molecules or ions with the total composition C3H10N2O from OMol25. Energies are from wB97M-V/def2-TZVPD.

The geometry in XYZ format:
```
16
C3H10N2O, DFT wB97M-V/def2-TZVPD
N 2.43388 -0.03280 -0.15131
C 1.77676 -0.05868 -1.32243
O 1.20431 -1.03403 -1.75663
H 2.70787 0.79365 0.34498
H 2.25287 -0.81845 0.45267
H 1.65780 0.99555 -1.64612
C -1.46710 -0.88545 0.66278
N -1.16494 0.50651 0.92847
C -2.30893 1.32371 1.26460
H -2.11864 -1.01896 -0.21640
H -1.86924 -1.38826 1.53997
H -0.54123 -1.35882 0.32116
H -0.60337 0.86334 0.17237
H -2.75755 1.01574 2.21641
H -2.07313 2.36338 1.49120
H -3.03312 1.19786 0.44218
```

orbital gap	9.452	eV
SMILES	NC=O.CNC

---

Run B
Here is C3H10N2O in the gas phase from OMol25. Energies are from wB97M-V/def2-TZVPD.

The geometry in XYZ format:
```
16
C3H10N2O, DFT wB97M-V/def2-TZVPD
C 0.79052 -2.19468 0.54466
N 0.76595 -0.76209 0.33443
C -0.44227 -0.29787 -0.33393
N -0.10093 1.03148 -0.76531
C 0.01575 1.97727 0.32389
O -1.19267 1.44541 -1.65572
H -0.12435 -2.49569 1.05742
H 1.63578 -2.47020 1.17264
H 0.85850 -2.77907 -0.38439
H 1.63284 -0.45685 -0.09717
H -0.70991 -0.89125 -1.22380
H -1.27853 -0.33057 0.39006
H -0.88226 2.00719 0.96085
H 0.18098 2.96505 -0.10099
H 0.86775 1.67795 0.92842
H -2.01714 1.57391 -1.15108
```

orbital gap	9.962	eV
SMILES	CNCN(C)O

---

Run C
Here is 2 unconnected molecules or ions with the total composition C3H10N2O from OMol25. Energies are from wB97M-V/def2-TZVPD.

The geometry in XYZ format:
```
16
C3H10N2O, DFT wB97M-V/def2-TZVPD
N 1.87951 0.95234 1.51543
C 1.66440 2.07012 0.74112
O 0.76394 2.33251 -0.01984
H 2.56741 1.12568 2.22160
H 1.33393 0.11898 1.39198
H 2.43557 2.85614 0.89145
C -1.76700 0.09189 -0.21621
N -1.53635 -1.08785 -1.16421
C -0.28120 -1.79267 -1.10188
H -1.14129 0.84833 -0.69512
H -1.32749 -0.27668 0.72486
H -2.86284 0.29730 -0.03667
H -2.29263 -1.73797 -0.99274
H 0.25180 -1.74541 -0.13400
H -0.19941 -2.80597 -1.46780
H 0.51165 -1.24675 -1.65796
```

orbital gap	9.331	eV
SMILES	NC=O.CNC

---

Run D
Here is a molecular structure, C3H10N2O from OMol25. Energies are from wB97M-V/def2-TZVPD.

The geometry in XYZ format:
```
16
C3H10N2O, DFT wB97M-V/def2-TZVPD
C -0.34897 -0.33606 -1.05350
N 0.33904 -1.13041 -0.02470
C 1.29591 -0.19548 0.65571
O 1.68654 1.05122 0.52036
C -1.21215 0.68726 -0.31886
N -2.23347 -0.12073 0.41554
H 0.34631 0.18844 -1.67324
H -0.87634 -1.07160 -1.61923
H 2.89714 -0.43224 -1.46369
H 2.07128 -0.76508 1.27835
H 0.21282 -0.35026 1.01249
H 3.66041 -0.36893 -1.34616
H -1.72086 1.35948 -1.01866
H -0.57297 1.31852 0.31812
H -1.88113 -0.86747 0.86043
H -2.77674 0.40299 1.05277
```

orbital gap	9.016	eV

---

Of them, run D has the lowest stability.

---

Run A
Here is 2 unconnected molecules or ions with the total composition C3H10N2O from OMol25. Energies are from wB97M-V/def2-TZVPD.

The geometry in XYZ format:
```
16
C3H10N2O, DFT wB97M-V/def2-TZVPD
H -2.69974 -0.38598 -3.49662
N -2.68021 -0.90852 -2.64019
C -1.73809 -0.64002 -1.85020
N -1.66559 -1.02824 -0.54852
C -0.50446 -0.64559 0.23959
C 0.63820 -1.69689 0.29962
H -0.89538 0.00253 -2.14466
H -2.12108 -1.90295 -0.33559
H -0.80001 -0.49303 1.26790
H -0.14945 0.29229 -0.16037
H 1.20956 -1.47703 1.19976
H 1.22783 -1.64730 -0.61245
H 0.31053 -2.73916 0.32299
O 2.98281 4.18812 2.76881
H 3.79954 3.99822 3.24551
H 3.08556 5.08354 2.44442
```

orbital gap	9.697	eV
SMILES	[H]/N=C/NCC.O

---

Run B
Here is 2 unconnected molecules or ions with the total composition C3H10N2O from OMol25. Energies are from wB97M-V/def2-TZVPD.

The geometry in XYZ format:
```
16
C3H10N2O, DFT wB97M-V/def2-TZVPD
H 1.96395 3.05107 1.16713
N 0.96669 2.93367 1.05365
C 0.53197 1.75293 1.14824
N -0.80959 1.47282 1.16298
C -1.30585 0.22210 0.61082
C -0.92495 -0.06067 -0.83066
H 1.14146 0.84001 1.20109
H -1.40172 2.27528 1.01495
H -2.38565 0.33306 0.65499
H -1.10966 -0.61782 1.26971
H -0.99367 0.81621 -1.47914
H -1.53225 -0.85312 -1.26882
H 0.10902 -0.41896 -0.89686
O 1.90295 -3.65187 -1.30678
H 2.45634 -3.63442 -2.09417
H 1.39095 -4.46029 -1.40716
```

orbital gap	9.631	eV
SMILES	[H]/N=C/NCC.O

---

Run C
Here is 2 unconnected molecules or ions with the total composition C3H10N2O from OMol25. Energies are from wB97M-V/def2-TZVPD.

The geometry in XYZ format:
```
16
C3H10N2O, DFT wB97M-V/def2-TZVPD
N -0.56215 0.71668 1.82594
C -1.48201 -0.05087 0.99831
C -1.40845 0.35316 -0.44768
O -1.25292 -0.42777 -1.34439
H -0.57996 0.35454 2.76868
H 0.39080 0.63915 1.47576
H -2.51462 0.12381 1.32457
H -1.35790 -1.13984 1.06213
H -1.49331 1.43379 -0.66226
C 1.79654 -0.93398 -0.63371
N 2.22181 0.44857 -0.51298
H 1.39538 -1.19691 -1.61992
H 1.01306 -1.17948 0.08399
H 2.61576 -1.62413 -0.43078
H 3.10035 0.61277 -0.98674
H 1.55604 1.07802 -0.95168
```

orbital gap	10.360	eV
SMILES	NCC=O.CN

---

Of them, run C has the lowest stability.

---

Run A
Here is 2 unconnected molecules or ions with the total composition C3H10N2O from OMol25. Energies are from wB97M-V/def2-TZVPD.

The geometry in XYZ format:
```
16
C3H10N2O, DFT wB97M-V/def2-TZVPD
C 1.85448 0.65731 0.10529
C 0.98934 1.37752 -0.70597
N 1.58533 2.13109 -1.81939
H 1.65224 0.11419 1.06824
H 2.89529 0.52570 -0.17729
H 0.06461 1.83331 -0.43996
H 0.94946 2.87586 -1.93919
H 2.58840 2.38511 -1.73040
N -1.44322 -2.11948 -0.07407
C -1.89909 -1.08744 0.78673
O -0.81744 -0.80835 1.64840
H -2.35175 -2.37368 -0.57429
H -0.94885 -1.59189 -0.81519
H -2.69714 -1.32266 1.52237
H -2.05606 -0.08074 0.37973
H -0.21977 -1.66407 1.65663
```

orbital gap	9.263	eV
SMILES	C=CN.NCO

---

Run B
Here is 2 unconnected molecules or ions with the total composition C3H10N2O from OMol25. Energies are from wB97M-V/def2-TZVPD.

The geometry in XYZ format:
```
16
C3H10N2O, DFT wB97M-V/def2-TZVPD
H 1.86706 -2.67193 1.69000
N 1.01182 -3.25970 1.43025
C 1.70732 -4.35591 1.19085
N 1.79654 -4.86635 -0.10065
H 2.50574 -4.46823 1.79083
H 0.94677 -4.79839 -0.68669
H 2.41663 -5.72176 -0.13878
C -1.18679 3.60655 -1.44604
C -0.98215 3.17078 0.10642
O -2.28999 3.05883 0.72542
H -2.00994 4.13066 -1.42314
H -0.26959 4.05264 -1.78188
H -1.39342 2.75755 -2.17798
H -0.35833 3.74330 0.78774
H -0.68931 2.18911 -0.15191
H -3.07237 3.43285 0.18557
```

orbital gap	9.316	eV
SMILES	[H]/N=C/N.CCO

---

Run C
Here is a molecular structure, C3H10N2O from OMol25. Energies are from wB97M-V/def2-TZVPD.

The geometry in XYZ format:
```
16
C3H10N2O, DFT wB97M-V/def2-TZVPD
C 0.71783 0.88670 0.81413
N -0.73510 0.53949 1.05659
C -0.77871 -0.91842 0.88571
O 0.15826 -1.69959 0.57951
C 1.01177 0.79164 -0.73956
N -0.14091 1.40570 -1.48766
H 1.37432 0.19500 1.28664
H 0.97796 1.86552 1.23814
H -1.43357 -5.12120 -3.15874
H -1.70522 -1.40023 1.28752
H -0.99396 -0.18293 -0.01090
H -0.96449 -5.63338 -3.40160
H 1.98633 1.15495 -1.03987
H 0.77565 -0.24913 -0.84456
H 0.13729 2.27973 -1.93805
H -0.79158 1.60160 -0.72217
```

orbital gap	9.199	eV

---

Of them, run C has the lowest stability.

---

Run A
Here is 8 unconnected molecules or ions with the total composition C8H32O8 from OMol25. Energies are from wB97M-V/def2-TZVPD.

The geometry in XYZ format:
```
48
C8H32O8, DFT wB97M-V/def2-TZVPD
C 17.43196 -3.39810 -2.65846
O 16.75251 -4.01361 -3.73244
H 17.60464 -2.33642 -2.86948
H 16.84635 -3.50460 -1.73735
H 18.40945 -3.85372 -2.51385
H 15.91701 -3.54625 -3.86745
C 19.24377 -3.55831 1.63152
O 18.53171 -4.26503 0.63644
H 20.27115 -3.92652 1.63999
H 19.32030 -2.47861 1.45964
H 18.81857 -3.69570 2.62809
H 17.60306 -4.35452 0.85291
C 16.59017 -0.50572 -4.65134
O 17.75934 0.29507 -4.66007
H 15.82117 -0.04874 -5.27305
H 16.80431 -1.50438 -5.04182
H 16.17394 -0.57210 -3.64094
H 18.28341 0.07955 -3.88148
C 20.34582 -1.46920 -1.89428
O 19.76155 -0.33548 -2.50198
H 20.29285 -2.36587 -2.51856
H 21.37749 -1.32388 -1.56146
H 19.79053 -1.70678 -0.98322
H 20.37280 -0.00175 -3.16760
C 13.19350 -1.86684 -3.60650
O 14.29730 -2.61540 -3.12203
H 12.23902 -2.39466 -3.54114
H 13.06145 -0.94313 -3.03060
H 13.42141 -1.60273 -4.63498
H 14.15757 -2.89364 -2.21359
C 21.04332 -6.41508 -0.19403
O 20.90829 -5.13610 -0.80553
H 20.20435 -7.04294 -0.50512
H 22.00317 -6.86095 -0.44329
H 21.04814 -6.34240 0.90317
H 20.05721 -4.78564 -0.51640
C 13.73968 -3.58570 -7.05262
O 13.12495 -2.36272 -7.37105
H 13.03612 -4.41833 -7.16719
H 14.63585 -3.80323 -7.64723
H 14.09361 -3.62811 -6.01991
H 12.51301 -2.46716 -8.09767
C 16.30555 -0.99068 0.19118
O 16.40986 0.28019 0.81027
H 16.18839 -0.86522 -0.89002
H 17.19828 -1.56538 0.42994
H 15.45405 -1.58091 0.55593
H 15.55988 0.72477 0.77571
```

orbital gap	9.914	eV
SMILES	CO.CO.CO.CO.CO.CO.CO.CO

---

Run B
Here is 8 unconnected molecules or ions with the total composition C8H32O8 from OMol25. Energies are from wB97M-V/def2-TZVPD.

The geometry in XYZ format:
```
48
C8H32O8, DFT wB97M-V/def2-TZVPD
C -11.87438 -18.19031 17.85668
O -12.60975 -17.00399 18.12915
H -11.69295 -18.76631 18.76550
H -12.44744 -18.75672 17.12793
H -10.91027 -17.94882 17.39058
H -12.06384 -16.45586 18.71068
C -9.30185 -20.46960 21.89404
O -10.01672 -20.71475 20.70813
H -8.60982 -21.30086 22.05800
H -8.72937 -19.53880 21.84652
H -9.95703 -20.44894 22.77505
H -10.90372 -20.32799 20.79823
C -9.96186 -14.28779 19.09731
O -10.82029 -15.31168 19.59748
H -9.44893 -14.63360 18.20263
H -10.51163 -13.38252 18.82274
H -9.22172 -14.02249 19.85440
H -10.90503 -15.16855 20.54378
C -8.50424 -16.51292 21.92631
O -7.43082 -17.41197 22.17458
H -8.17726 -15.74839 21.20995
H -9.29022 -17.09234 21.44954
H -8.84540 -16.02119 22.83807
H -6.77291 -16.99110 22.73284
C -12.77810 -18.20465 21.41741
O -12.49087 -19.58336 21.26111
H -11.89432 -17.64751 21.11050
H -13.60378 -17.90095 20.76593
H -13.03372 -17.96392 22.45193
H -13.19096 -20.09499 21.69753
C -10.49321 -17.79447 24.32281
O -11.21733 -16.67501 24.81515
H -10.62386 -17.84509 23.24883
H -9.43156 -17.76746 24.58166
H -10.86025 -18.74133 24.74277
H -10.81580 -16.38677 25.63780
C -14.26386 -22.13167 22.85283
O -14.51915 -20.72731 22.86255
H -15.05466 -22.66687 23.38017
H -14.18761 -22.51755 21.83324
H -13.30873 -22.29256 23.34304
H -15.31909 -20.54099 22.36156
C -15.31603 -21.85571 19.17472
O -15.18291 -22.07214 17.77153
H -16.04418 -21.07613 19.40643
H -15.54182 -22.79739 19.68419
H -14.34744 -21.51092 19.55090
H -15.99990 -21.83315 17.32915
```

orbital gap	9.830	eV
SMILES	CO.CO.CO.CO.CO.CO.CO.CO

---

Of them, run A has the lowest stability.

---

Run A
Here is 2 unconnected molecules or ions with the total composition CH8NO from OMol25. Energies are from wB97M-V/def2-TZVPD.

The geometry in XYZ format:
```
11
CH8NO, DFT wB97M-V/def2-TZVPD
C -0.71476 0.97164 -1.29450
N -0.12615 -0.07895 -0.41470
H -1.76012 0.80125 -1.51710
H -0.69241 1.95691 -0.83405
H -0.17207 0.96530 -2.23396
H -0.90668 -0.42459 0.14555
H 0.51303 0.26210 0.30147
H 0.33069 -0.90255 -0.79688
H 1.38399 -0.52326 2.58323
H 1.03300 -1.95007 2.23443
O 1.11150 -1.07777 1.82653
```

net charge	+1
orbital gap	12.746	eV

---

Run B
Here is 2 unconnected molecules or ions with the total composition CH8NO from OMol25. Energies are from wB97M-V/def2-TZVPD.

The geometry in XYZ format:
```
11
CH8NO, DFT wB97M-V/def2-TZVPD
N 0.29188 -1.13386 -0.97962
H 0.36544 -2.13438 -0.97774
H 0.08260 -1.14218 -1.97454
H 1.32297 -1.00155 -0.93579
H -0.48447 -0.71971 -0.32912
C 0.05043 1.24345 0.74674
O -0.80847 -0.08640 0.96350
H 0.15218 1.20028 -0.36226
H 1.02420 1.23081 1.18397
H -0.43296 2.15959 1.14383
H -1.56378 0.38395 1.52103
```

net charge	+1
orbital gap	12.269	eV

---

Of them, run B has the lowest stability.

---

Run A
Here is 2 unconnected molecules or ions with the total composition C4H9N3O from OMol25. Energies are from wB97M-V/def2-TZVPD.

The geometry in XYZ format:
```
17
C4H9N3O, DFT wB97M-V/def2-TZVPD
C 1.30415 -1.52300 -0.71030
C 0.23254 -2.54320 -0.67946
C 0.07058 0.61215 0.02687
C -0.68495 1.82395 0.56826
N -0.98867 1.71130 1.89675
O 0.46808 -0.26508 0.85786
N 0.30198 0.45422 -1.22938
N -0.97349 2.77195 -0.23848
H -0.55086 0.96395 2.41207
H -1.33346 2.50824 2.40406
H -0.02705 1.19409 -1.84407
H -1.47776 3.53015 0.22091
H 2.04283 -1.53001 0.07530
H 1.68359 -1.24225 -1.67667
H 0.65698 -3.46771 -1.09959
H -0.60522 -2.25616 -1.31301
H -0.11927 -2.74261 0.32888
```

orbital gap	8.861	eV

---

Run B
Here is C4H9N3O in the gas phase from OMol25. Energies are from wB97M-V/def2-TZVPD.

The geometry in XYZ format:
```
17
C4H9N3O, DFT wB97M-V/def2-TZVPD
N 3.18010 -0.03094 -0.15654
C 1.90776 0.39609 0.12120
O 1.70986 1.39169 0.62819
N 1.20257 -0.87507 -0.08084
C -0.43976 -0.69003 -0.28066
C -1.39250 -0.75457 1.05301
C -1.21558 0.62066 0.16442
N -2.49741 0.71747 -0.51074
H 3.44998 1.02283 -0.38857
H 3.07677 -0.77865 -0.98619
H 1.56394 -1.82035 -0.05099
H -0.82076 -1.37705 -1.14637
H -2.65780 -1.06831 0.76346
H -1.02951 -0.76684 2.33472
H -0.68329 1.62244 0.33887
H -3.12046 1.50280 -0.15476
H -2.23390 0.88784 -1.64822
```

orbital gap	9.503	eV
SMILES	NC(=O)N[C@H]1C[C@@H]1N

---

Of them, run B has the lowest stability.